# 1
Here is a structure of composition C33H28FeN6O3S2 from the Open Molecules 2025 dataset. Energies are from the ωB97M-V functional and the def2-TZVPD basis.

Properties
Orbital gap (spin up / spin down) (eV): 5.67 / 5.76
Energy above the lowest of the compared OMol25 structures with the same formula, charge and spin (kcal/mol): 25.8
<S²>: 6.0108

Structure (ORCA input):
```
! RIJCOSX wB97M-V def2-TZVPD def2/J DEFGRID3
* xyz -2 5
Fe -1.00 1.18 -0.41
C 2.04 -2.04 0.11
C 1.28 -0.74 0.31
N 0.03 -0.65 0.03
N -0.55 -1.84 -0.42
C -1.79 -1.79 -0.76
S -2.93 -0.52 -0.80
S -2.46 -3.33 -1.40
C -1.29 -4.58 -0.76
C -1.62 -5.00 0.64
C -2.56 -6.01 0.88
C -2.92 -6.36 2.17
C -2.35 -5.71 3.26
C -1.42 -4.71 3.03
C -1.05 -4.36 1.74
C 2.05 0.40 0.84
C 3.45 0.28 0.94
C 4.26 1.27 1.46
C 3.67 2.46 1.91
C 2.31 2.63 1.82
C 1.45 1.63 1.27
O 0.20 1.87 1.20
H 1.35 -2.86 0.02
H 2.72 -2.22 0.93
H 2.62 -1.98 -0.82
H -0.31 -4.12 -0.84
H -1.36 -5.42 -1.46
H -3.03 -6.49 0.03
H -3.66 -7.14 2.33
H -2.64 -5.97 4.27
H -0.98 -4.18 3.87
H -0.35 -3.56 1.56
H 3.93 -0.61 0.56
H 5.33 1.12 1.52
H 4.29 3.25 2.32
H 1.84 3.56 2.12
O -1.85 3.04 -0.55
C -1.28 4.18 -0.39
C -2.02 5.26 0.15
C -1.49 6.52 0.32
C -0.16 6.79 -0.02
C 0.59 5.75 -0.55
C 0.08 4.47 -0.75
C 0.96 3.50 -1.42
N 0.60 2.30 -1.63
N 1.43 1.47 -2.36
C 0.70 0.43 -2.72
O -0.54 0.30 -2.56
C 1.46 -0.71 -3.34
C 2.84 -0.68 -3.52
C 3.51 -1.78 -4.04
C 2.80 -2.94 -4.37
C 1.43 -2.98 -4.18
C 0.76 -1.87 -3.67
H -3.05 5.05 0.43
H -2.11 7.32 0.73
H 0.27 7.77 0.11
H 1.62 5.93 -0.83
H 1.93 3.84 -1.78
H 3.37 0.22 -3.23
H 4.58 -1.75 -4.17
H 3.33 -3.80 -4.77
H 0.87 -3.88 -4.42
H -0.31 -1.88 -3.49
N -2.98 2.78 3.43
C -4.13 2.70 2.66
C -3.83 1.82 1.67
N -2.54 1.37 1.80
C -2.05 1.97 2.85
H -2.83 3.40 4.21
H -5.01 3.27 2.89
H -4.44 1.49 0.85
H -1.04 1.88 3.20
*
```


# 2
Here is a structure of composition C19H40Ba2F8O15RbS4 at a distorted geometry from the Open Molecules 2025 dataset. Energies are from the ωB97M-V functional and the def2-TZVPD basis.

Properties
Orbital gap (eV): 5.08

Structure (ORCA input):
```
! RIJCOSX wB97M-V def2-TZVPD def2/J DEFGRID3
* xyz 3 1
Rb 22.46 10.93 20.63
Ba 21.33 12.78 24.20
Ba 24.74 14.67 23.02
O 23.73 16.40 21.38
C 22.94 15.77 20.43
C 22.01 14.59 20.80
O 22.36 13.65 21.84
H 23.57 15.39 19.61
H 22.27 16.52 19.97
H 21.82 14.07 19.84
H 20.96 14.91 20.98
O 23.46 11.15 15.27
S 22.36 11.47 16.07
O 22.47 11.30 17.50
O 22.08 12.99 15.78
C 21.24 13.76 16.67
C 21.78 15.17 16.77
C 20.89 10.67 15.47
H 21.34 13.31 17.67
H 20.19 13.69 16.39
H 21.28 15.69 17.59
H 21.64 15.75 15.86
H 22.83 15.10 17.04
H 20.14 11.42 15.25
H 20.61 9.98 16.26
H 21.15 10.14 14.56
O 25.64 12.98 20.94
S 26.54 12.25 20.04
O 26.92 10.95 20.42
O 25.81 12.13 18.69
C 25.21 13.32 18.10
C 25.52 13.35 16.62
C 27.95 13.21 19.68
H 25.47 14.27 18.58
H 24.13 13.26 18.30
H 25.44 12.35 16.20
H 26.54 13.72 16.50
H 24.83 13.99 16.08
H 28.53 13.27 20.60
H 27.65 14.21 19.35
H 28.49 12.73 18.87
O 17.98 18.80 20.88
S 17.76 18.50 19.50
O 16.46 18.22 19.02
O 18.41 19.61 18.60
C 17.96 19.70 17.21
C 19.08 20.29 16.39
C 18.84 17.15 19.09
H 17.12 20.39 17.21
H 17.55 18.76 16.82
H 19.85 19.56 16.17
H 19.49 21.18 16.87
H 18.64 20.64 15.45
H 18.67 16.88 18.05
H 18.45 16.32 19.68
H 19.87 17.39 19.33
O 19.16 17.28 23.85
S 18.70 15.96 23.96
O 19.64 14.86 24.24
O 17.64 15.86 25.08
C 16.88 17.07 25.38
C 17.40 17.81 26.57
C 17.81 15.54 22.52
H 15.85 16.71 25.54
H 16.68 17.69 24.49
H 16.80 18.69 26.80
H 18.45 18.04 26.44
H 17.32 17.13 27.43
H 18.50 15.62 21.67
H 17.06 16.31 22.32
H 17.45 14.52 22.57
C 24.71 22.49 20.07
C 26.06 22.38 20.70
C 27.00 23.56 20.37
F 27.37 23.52 19.09
F 26.33 24.72 20.59
F 26.06 22.18 22.03
F 26.67 21.26 20.16
O 23.94 21.34 20.35
C 23.04 20.99 19.39
C 22.20 19.89 20.03
F 21.62 20.19 21.20
F 21.22 19.50 19.15
F 22.27 22.05 19.07
F 23.68 20.52 18.31
H 24.85 22.67 19.00
H 24.23 23.42 20.41
H 27.85 23.52 21.05
H 22.84 19.01 20.21
*
```


# 3
Here is a cluster of 2 separate species, C4H11N3O in total at a distorted geometry from the Open Molecules 2025 dataset. Energies are from the ωB97M-V functional and the def2-TZVPD basis.

Properties
Orbital gap (spin up / spin down) (eV): 7.35 / 9.61
Energy above the lowest of the compared OMol25 structures with the same formula, charge and spin (kcal/mol): 21.3
<S²>: 2.0078

Structure (ORCA input):
```
! RIJCOSX wB97M-V def2-TZVPD def2/J DEFGRID3
* xyz 0 3
C -0.27 2.51 0.94
C 1.02 1.94 0.32
C -1.06 1.27 0.55
C 0.27 0.54 0.20
N -0.51 -3.59 -0.42
N -0.62 -2.54 -1.21
N 1.04 -1.24 -1.04
O 0.49 -0.04 -1.10
H -0.28 2.45 2.07
H -0.62 3.39 0.40
H 1.34 2.52 -0.69
H 1.90 1.80 0.99
H -1.50 0.86 1.43
H -1.74 1.34 -0.43
H 0.62 -0.14 0.98
H 0.16 -4.14 -0.88
H -0.28 -3.45 0.49
H -1.12 -1.85 -0.63
H 1.17 -1.61 -1.99
*
```


# 4
Here is a structure of composition C39H44AsNO3PRuS6Se from the Open Molecules 2025 dataset. Energies are from the ωB97M-V functional and the def2-TZVPD basis.

Properties
Orbital gap (spin up / spin down) (eV): 4.36 / 5.71
Energy above the lowest of the compared OMol25 structures with the same formula, charge and spin (kcal/mol): 21.6
<S²>: 8.8088

Structure (ORCA input):
```
! RIJCOSX wB97M-V def2-TZVPD def2/J DEFGRID3
* xyz -2 6
Ru 0.37 1.68 -0.68
O -1.30 3.84 -1.83
N -1.11 3.10 -0.65
C -1.52 3.85 0.37
C -1.67 3.51 1.73
C -2.37 4.47 2.54
C -2.67 4.25 3.85
C -2.27 3.06 4.49
C -1.55 2.13 3.75
C -1.23 2.32 2.40
P -0.11 1.14 1.59
C -0.71 -0.43 2.36
C -1.97 -0.89 1.95
C -2.54 -2.01 2.52
C -1.87 -2.71 3.51
C -0.62 -2.28 3.92
C -0.04 -1.15 3.34
C 1.48 1.37 2.48
C 1.72 2.44 3.33
C 2.98 2.62 3.90
C 4.00 1.72 3.64
C 3.76 0.64 2.79
C 2.52 0.48 2.20
H -0.99 3.22 -2.53
H -1.85 4.85 0.09
H -2.70 5.38 2.06
H -3.22 5.00 4.41
H -2.51 2.87 5.53
H -1.21 1.23 4.25
H -2.48 -0.34 1.18
H -3.52 -2.34 2.18
H -2.32 -3.59 3.96
H -0.09 -2.82 4.69
H 0.93 -0.82 3.69
H 0.93 3.14 3.54
H 3.15 3.47 4.55
H 4.98 1.86 4.09
H 4.56 -0.07 2.58
H 2.36 -0.33 1.49
S -3.73 -0.27 -5.88
As -2.18 1.18 -5.70
S 0.31 1.70 -3.34
S -0.49 0.18 -4.53
S -1.48 2.06 -7.49
O 1.60 -0.22 -0.79
S 1.64 -0.77 -2.21
C 3.13 -0.01 -2.95
C 4.40 -0.30 -2.22
C 5.34 -1.19 -2.73
C 6.50 -1.50 -2.03
C 6.72 -0.91 -0.79
C 5.80 -0.01 -0.28
C 4.64 0.30 -0.98
C 2.25 -2.51 -2.04
C 1.91 -3.08 -0.70
C 2.92 -3.32 0.22
C 2.62 -3.83 1.48
C 1.30 -4.09 1.82
C 0.28 -3.82 0.91
C 0.59 -3.32 -0.34
H 2.85 1.05 -2.88
H 3.13 -0.31 -3.99
H 5.16 -1.65 -3.70
H 7.22 -2.19 -2.44
H 7.62 -1.15 -0.23
H 5.98 0.47 0.68
H 3.93 1.02 -0.60
H 3.32 -2.55 -2.22
H 1.71 -3.02 -2.85
H 3.95 -3.09 -0.05
H 3.42 -4.02 2.19
H 1.06 -4.47 2.81
H -0.75 -3.98 1.20
H -0.21 -3.08 -1.04
C -2.68 -2.88 -3.45
C -3.95 -2.37 -2.77
C -3.63 -1.64 -1.47
S -2.77 -0.05 -1.75
O -1.46 -0.19 -1.02
C -3.80 1.01 -0.69
C -5.03 1.53 -1.43
C -4.68 2.55 -2.51
H -2.92 -3.39 -4.39
H -2.15 -3.58 -2.80
H -2.01 -2.05 -3.70
H -4.63 -3.20 -2.55
H -4.47 -1.69 -3.45
H -2.92 -2.20 -0.86
H -4.53 -1.45 -0.87
H -3.13 1.82 -0.41
H -4.07 0.44 0.20
H -5.70 1.99 -0.69
H -5.58 0.69 -1.88
H -4.08 3.37 -2.09
H -5.58 2.97 -2.97
H -4.09 2.09 -3.31
Se 2.14 3.16 -0.68
*
```